Here is a molecular structure, C25H28N3O2ReSi at a distorted geometry from the OMol25 dataset. Energies are from wB97M-V/def2-TZVPD.

largest force on an atom	2.9	eV Å⁻¹
E	-1651.80375	a.u.
energy above the lowest of the compared OMol25 structures with the same formula, charge and spin	81.8	kJ/mol
expectation value of S²	3.767

The geometry in ORCA input format:
```
! RIJCOSX wB97M-V def2-TZVPD def2/J DEFGRID3
* xyz 1 4
Re -10.55 -13.70 -0.22
O -12.31 -14.34 0.26
C -12.80 -15.56 0.37
C -14.20 -15.70 0.66
C -14.73 -16.93 0.82
C -13.93 -18.08 0.66
C -12.59 -17.93 0.40
C -11.96 -16.70 0.23
C -10.56 -16.76 0.03
N -9.82 -15.72 -0.17
C -8.36 -15.92 -0.44
C -7.63 -14.59 -0.12
N -8.44 -13.52 -0.72
C -7.99 -12.79 -1.67
C -8.80 -12.05 -2.57
C -8.29 -10.99 -3.31
C -9.05 -10.44 -4.32
C -10.36 -10.92 -4.57
C -10.89 -11.91 -3.79
C -10.11 -12.52 -2.82
O -10.62 -13.57 -2.17
H -14.75 -14.76 0.80
H -15.80 -16.99 1.08
H -14.36 -19.06 0.70
H -12.05 -18.85 0.24
H -10.13 -17.77 0.05
H -7.99 -16.82 0.08
H -8.25 -16.09 -1.52
H -7.46 -14.41 0.93
H -6.68 -14.65 -0.64
H -6.89 -12.85 -1.81
H -7.28 -10.59 -3.12
H -8.67 -9.67 -4.91
H -10.96 -10.47 -5.37
H -11.83 -12.34 -4.01
C -10.72 -10.07 2.78
Si -9.96 -10.89 1.34
C -8.52 -11.88 2.00
C -9.23 -9.64 0.19
N -11.14 -11.97 0.51
C -12.45 -11.50 0.16
C -12.89 -11.77 -1.12
C -14.10 -11.25 -1.57
C -14.82 -10.41 -0.74
C -14.34 -10.12 0.54
C -13.17 -10.66 0.99
H -9.98 -9.63 3.41
H -11.29 -10.83 3.33
H -11.41 -9.26 2.55
H -7.80 -12.06 1.21
H -8.76 -12.82 2.50
H -8.02 -11.28 2.75
H -8.80 -8.88 0.81
H -9.94 -9.19 -0.48
H -8.49 -10.17 -0.39
H -12.38 -12.50 -1.72
H -14.48 -11.55 -2.53
H -15.77 -10.04 -1.11
H -14.88 -9.49 1.19
H -12.89 -10.61 2.05
*
```